ORCA calculation (ωB97M-V with the def2-TZVPD basis set) on C2H2N4O in the gas phase at a distorted geometry.

The energy above the lowest of the compared OMol25 structures with the same formula, charge and spin comes out at 43.5 kcal/mol. The energy is -10110.41678 eV. Its lowest unoccupied orbital energy (spin up / spin down) is -0.643 / -0.643 eV. Its structure (SMILES) is [O-][n+]1ncncn1. Its HOMO-LUMO gap (spin up / spin down) is 10.0869 / 10.0875 eV.

```
! wB97M-V def2-TZVPD RIJCOSX def2/J DEFGRID3
* xyz 0 1
C -0.8279 -0.9577 0.3318
C 1.1246 -0.3697 -0.4546
N 0.3233 -1.3894 -0.1253
N -1.1801 0.3421 0.5208
N 0.8454 0.8950 -0.3604
N -0.3086 1.2909 0.1464
O -0.5742 2.4683 0.2381
H -1.4128 -1.7851 0.5969
H 2.0102 -0.4945 -0.8937
*
```

=====

ORCA calculation (ωB97M-V with the def2-TZVPD basis set) on 3 unconnected molecules or ions with the total composition C8H14O3Si2 at a distorted geometry.

The energy above the lowest of the compared OMol25 structures with the same formula, charge and spin comes out at 94.7 kcal/mol. The energy is -30418.65192 eV. Its lowest unoccupied orbital energy is 0.065 eV. Its structure (SMILES) is C=C[Si](=O)C=C.C=C[Si](=O)O.C=C. Its HOMO-LUMO gap is 9.8637 eV.

```
! wB97M-V def2-TZVPD RIJCOSX def2/J DEFGRID3
* xyz 0 1
C -1.6057 2.9741 2.5012
C -3.5768 -0.7249 -0.2433
C 1.8549 -2.6578 -0.8146
C 2.9418 1.0609 -2.0679
C -1.5505 1.7048 2.0575
C -3.2055 0.5525 -0.0938
C 0.7608 -2.7331 -0.0004
C 2.4565 1.4210 -3.2228
O -0.3709 0.4833 -0.6714
O 1.9654 -1.8557 2.3138
O -0.5845 -1.0893 2.2939
Si -1.4402 0.9848 0.3240
Si 0.5701 -1.7368 1.5472
H -1.7347 3.2344 3.5471
H -1.5770 3.8407 1.8219
H -4.5505 -1.0022 -0.7210
H -2.8990 -1.5219 -0.1625
H 1.9298 -3.2565 -1.8186
H 2.8576 -2.2399 -0.6128
H 3.9197 1.3319 -1.7627
H 2.2403 0.8485 -1.2301
H -1.5670 0.8916 2.8450
H -3.9199 1.3164 -0.4114
H -0.0087 -3.3686 -0.3349
H 3.0524 1.5840 -4.0652
H 1.4119 1.1252 -3.5027
H 2.6295 -1.1675 2.4845
*
```

=====

ORCA calculation (ωB97M-V with the def2-TZVPD basis set) on 2 unconnected molecules or ions with the total composition C9H14 at a distorted geometry.

The energy above the lowest of the compared OMol25 structures with the same formula, charge and spin comes out at 62.7 kcal/mol. The energy is -9557.46308 eV. Its lowest unoccupied orbital energy is 0.983 eV. Its structure (SMILES) is Cc1ccccc1.CC. Its HOMO-LUMO gap is 9.9637 eV.

```
! wB97M-V def2-TZVPD RIJCOSX def2/J DEFGRID3
* xyz 0 1
C 1.1299 -2.7494 0.9526
C 0.4142 -2.3233 -0.2727
H 1.6042 -3.8213 0.6840
H 2.1330 -2.1869 0.9843
H 0.7494 -2.8225 1.8878
H 0.1965 -1.2576 -0.3116
H 0.9245 -2.4243 -1.2326
H -0.5738 -2.9123 -0.1961
C -1.4586 1.4593 1.7433
C -1.3785 1.8041 -0.6557
C -0.7738 1.2276 0.4597
C -0.7811 1.7426 -1.9602
C 0.5454 0.6986 0.3179
C 0.4916 1.1308 -2.0828
C 1.2325 0.7225 -0.8733
H -2.3630 2.5153 -0.5831
H -1.3380 2.2437 -2.8083
H -2.2624 2.1647 1.8805
H -0.8651 1.9502 2.5498
H 0.9607 0.4930 1.4008
H 1.0674 1.1946 -3.0695
H 2.2551 0.7047 -0.9583
H -1.9106 0.4460 2.1435
*
```

=====

ORCA calculation (ωB97M-V with the def2-TZVPD basis set) on a molecular structure, C11H19AlF3O3 at a distorted geometry.

The energy is -32608.50795 eV. Its lowest unoccupied orbital energy is 3.216 eV. Its HOMO-LUMO gap is 7.9313 eV.

```
! wB97M-V def2-TZVPD RIJCOSX def2/J DEFGRID3
* xyz -1 1
C -3.1489 2.2408 1.5194
C -2.8154 1.1668 1.0421
C -2.3583 -0.0891 0.5118
Al -0.2878 -0.0928 0.3805
C 0.3240 -1.4369 1.7815
C -0.3918 -2.7716 1.4729
C 0.1942 -3.9579 2.2833
C 0.1554 -0.7580 -1.5084
O 1.1056 -1.8792 -1.6199
C 2.3640 -1.5364 -1.6199
F 3.0904 -2.6181 -1.9330
F 2.8206 -1.1210 -0.4435
F 2.6862 -0.5996 -2.5108
O 0.2421 1.6069 0.7220
C 1.2352 2.1225 -0.1112
C 0.7111 2.8229 -1.3962
C -0.8051 2.8494 -1.4572
O 1.2336 4.1575 -1.5228
H -3.1412 3.2341 1.8604
H -2.7735 -0.1477 -0.4974
H -2.7225 -0.9169 1.1097
H 1.3996 -1.6236 1.7416
H 0.0662 -1.1263 2.7969
H -0.3182 -2.9813 0.4079
H -1.4408 -2.6771 1.7367
H 0.9339 -3.5789 2.9823
H -0.5802 -4.4783 2.8461
H 0.6925 -4.6824 1.6418
H 0.4388 0.0888 -2.1354
H -0.7692 -1.1358 -1.9336
H 1.7554 2.9067 0.4524
H 2.0069 1.3996 -0.4029
H 1.1217 2.2708 -2.2445
H -1.0896 3.4336 -2.3343
H -1.1759 3.3293 -0.5561
H -1.2225 1.8536 -1.5058
H 0.4635 4.7257 -1.5564
*
```

=====

ORCA calculation (ωB97M-V with the def2-TZVPD basis set) on 2 unconnected molecules or ions with the total composition C2H6OS at a distorted geometry.

The energy above the lowest of the compared OMol25 structures with the same formula, charge and spin comes out at 34.7 kcal/mol. The energy is -15051.92824 eV. Its lowest unoccupied orbital energy is -0.181 eV. Its structure (SMILES) is C=S.CO. Its HOMO-LUMO gap is 8.5633 eV.

```
! wB97M-V def2-TZVPD RIJCOSX def2/J DEFGRID3
* xyz 0 1
C -1.0448 -0.4964 1.2627
C 1.0540 0.6246 -2.2460
O 0.2576 -0.0708 1.6645
S 1.8548 1.9404 -2.5827
H -1.1429 -1.6356 1.2070
H -1.7979 -0.1307 1.9513
H 0.8321 0.1682 -1.1890
H 0.6243 -0.0597 -2.8947
H 0.4091 -0.2713 2.6124
H -1.0463 -0.0686 0.2145
*
```

=====

ORCA calculation (ωB97M-V with the def2-TZVPD basis set) on a molecular structure, C13H20BGeN6Ni.

The energy is -120982.67531 eV. Its lowest unoccupied orbital energy (spin up / spin down) is 3.049 / 3.049 eV. Its HOMO-LUMO gap (spin up / spin down) is 6.3092 / 6.3574 eV.

```
! wB97M-V def2-TZVPD RIJCOSX def2/J DEFGRID3
* xyz -1 1
Ni 0.0237 -1.1501 -0.2594
C 4.1842 -1.0999 -0.2959
C 2.9271 -1.4904 0.1858
N 1.9695 -0.8007 -0.4208
N 2.5689 0.0225 -1.2989
C 3.9021 -0.1357 -1.2408
B 1.7434 1.0509 -2.1023
N 1.1938 2.1332 -1.1640
C 1.4030 3.4657 -1.1940
C 0.7058 4.0276 -0.1494
C 0.0902 2.9268 0.4771
N 0.3891 1.7947 -0.1414
N 0.5782 0.3180 -2.7976
C 0.1724 0.4170 -4.0747
C -0.9697 -0.3420 -4.2275
C -1.1948 -0.8862 -2.9564
N -0.2628 -0.4714 -2.1075
H 5.1512 -1.4695 -0.0014
H 2.6458 -2.2151 0.9310
H 4.5418 0.4559 -1.8742
H 2.4443 1.5632 -2.9423
H 2.0278 3.8998 -1.9577
H 0.6471 5.0676 0.1241
H -0.5542 2.8992 1.3415
H 0.7266 1.0262 -4.7689
H -1.5491 -0.4819 -5.1236
H -1.9672 -1.5435 -2.5944
C -1.4258 -2.0982 4.1114
Ge -1.9837 -1.3633 2.3463
C -1.8197 0.5950 2.5135
C -3.9424 -1.7217 2.2690
C -0.9805 -2.0623 0.8626
H -2.0159 -1.6602 4.9210
H -0.3716 -1.8815 4.2929
H -1.5574 -3.1820 4.1389
H -2.3820 0.9770 3.3702
H -2.1862 1.0781 1.6063
H -0.7699 0.8666 2.6343
H -4.4540 -1.2995 3.1379
H -4.1363 -2.7964 2.2448
H -4.3706 -1.2819 1.3663
H -1.1423 -3.1517 0.8182
*
```

=====

ORCA calculation (ωB97M-V with the def2-TZVPD basis set) on 2 unconnected molecules or ions with the total composition C2H8NO at a distorted geometry.

The energy above the lowest of the compared OMol25 structures with the same formula, charge and spin comes out at 24.1 kcal/mol. The energy is -5719.52911 eV. Its lowest unoccupied orbital energy (spin up / spin down) is -10.976 / -14.986 eV. Its HOMO-LUMO gap (spin up / spin down) is 12.7662 / 8.7235 eV.

```
! wB97M-V def2-TZVPD RIJCOSX def2/J DEFGRID3
* xyz 2 2
N 2.5142 0.0903 -0.0322
H 2.9598 0.8293 -0.5782
H 2.9245 -0.8181 -0.3327
H 2.5076 0.1301 0.9933
H 1.4777 0.1000 -0.2520
O -0.0620 -0.3482 0.3888
C -1.0055 0.2879 -0.0499
C -2.3810 -0.2777 0.0183
H -0.8375 1.3418 -0.3812
H -2.8701 -0.5171 -0.9285
H -3.0263 0.3977 0.6014
H -2.2016 -1.2160 0.5528
*
```

=====

ORCA calculation (ωB97M-V with the def2-TZVPD basis set) on 2 unconnected molecules or ions with the total composition C5H13NO at a distorted geometry.

The energy above the lowest of the compared OMol25 structures with the same formula, charge and spin comes out at 45.5 kcal/mol. The energy is -8930.78515 eV. Its lowest unoccupied orbital energy (spin up / spin down) is 3.562 / 3.467 eV. Its HOMO-LUMO gap (spin up / spin down) is 2.2289 / 8.5174 eV.

```
! wB97M-V def2-TZVPD RIJCOSX def2/J DEFGRID3
* xyz -1 2
C -2.1039 -1.3142 0.0121
N -0.7890 -0.7061 0.0821
C 0.3387 -1.4275 -0.4753
C 1.4128 -1.6566 0.6327
C 1.1373 -0.4387 1.4811
C -0.3407 -0.1163 1.4644
H -2.3568 -1.5258 -1.0306
H -2.7642 -0.5408 0.3928
H -2.2479 -2.1497 0.7267
H 0.0926 -2.4150 -0.8679
H 0.8241 -0.7971 -1.2423
H 2.4810 -1.6690 0.3434
H 1.1449 -2.5894 1.1284
H 1.8156 0.3928 1.3569
H 1.3729 -0.6882 2.5477
H -0.9169 -0.4955 2.3091
H -0.7614 0.8798 1.2504
H 1.0152 3.9559 -2.4525
H 0.8796 5.2634 -3.1110
O 0.3341 4.6518 -2.5878
*
```

=====

Question: Among the records above, which one has the lowest energy?
Answer: C13H20BGeN6Ni

=====

Repeat the fourth record exactly.
ORCA calculation (ωB97M-V with the def2-TZVPD basis set) on a molecular structure, C11H19AlF3O3 at a distorted geometry.

The energy is -32608.50795 eV. Its lowest unoccupied orbital energy is 3.216 eV. Its HOMO-LUMO gap is 7.9313 eV.

```
! wB97M-V def2-TZVPD RIJCOSX def2/J DEFGRID3
* xyz -1 1
C -3.1489 2.2408 1.5194
C -2.8154 1.1668 1.0421
C -2.3583 -0.0891 0.5118
Al -0.2878 -0.0928 0.3805
C 0.3240 -1.4369 1.7815
C -0.3918 -2.7716 1.4729
C 0.1942 -3.9579 2.2833
C 0.1554 -0.7580 -1.5084
O 1.1056 -1.8792 -1.6199
C 2.3640 -1.5364 -1.6199
F 3.0904 -2.6181 -1.9330
F 2.8206 -1.1210 -0.4435
F 2.6862 -0.5996 -2.5108
O 0.2421 1.6069 0.7220
C 1.2352 2.1225 -0.1112
C 0.7111 2.8229 -1.3962
C -0.8051 2.8494 -1.4572
O 1.2336 4.1575 -1.5228
H -3.1412 3.2341 1.8604
H -2.7735 -0.1477 -0.4974
H -2.7225 -0.9169 1.1097
H 1.3996 -1.6236 1.7416
H 0.0662 -1.1263 2.7969
H -0.3182 -2.9813 0.4079
H -1.4408 -2.6771 1.7367
H 0.9339 -3.5789 2.9823
H -0.5802 -4.4783 2.8461
H 0.6925 -4.6824 1.6418
H 0.4388 0.0888 -2.1354
H -0.7692 -1.1358 -1.9336
H 1.7554 2.9067 0.4524
H 2.0069 1.3996 -0.4029
H 1.1217 2.2708 -2.2445
H -1.0896 3.4336 -2.3343
H -1.1759 3.3293 -0.5561
H -1.2225 1.8536 -1.5058
H 0.4635 4.7257 -1.5564
*
```

=====

Question: What is the energy in the third record?
Answer: -9557.46308 eV

=====

Question: What is the formula in the first record?
Answer: C2H2N4O